No. 1
DFT (wB97M-V/def2-TZVPD) results for a 2-piece molecular cluster, C8H18Si overall in a non-equilibrium geometry.

The geometry in XYZ format:
```
27
Properties=species:S:1:pos:R:3
C -0.6030 -0.7148 -0.1968
C -0.5821 0.8529 -0.3667
C 0.1197 0.0934 0.7311
C 0.0913 -1.6599 -1.2075
C -1.8893 -1.4932 0.2288
C -1.9141 1.5341 0.1262
C 0.2794 1.4152 -1.5122
C -0.1296 0.1511 2.2153
Si 3.8921 -0.0262 0.1159
H 0.1225 -2.5205 -0.6310
H 1.1093 -1.2581 -1.5924
H -0.4574 -1.7554 -2.1762
H -1.6970 -2.4820 0.2257
H -2.5826 -1.4766 -0.6132
H -2.3167 -1.2000 1.3031
H -2.2686 1.0881 0.9498
H -2.6103 1.5498 -0.7272
H -1.6425 2.4972 0.3231
H 1.0870 0.7928 -1.4632
H 0.3624 2.5069 -1.2109
H -0.3628 1.2110 -2.3265
H 0.6385 0.7248 2.8819
H -0.0137 -0.8354 2.7259
H -1.2444 0.4768 2.5608
H 3.2016 1.0821 -0.7522
H 4.5337 -1.0388 -0.6438
H 4.8768 0.4848 1.0321
```

Energy relative to the best compared isomer or geometry (same formula, charge and spin) (kcal/mol): 148.1

Atomic partial charges in e from the Mulliken method, atoms 1 to 2: 1.388 1.079

=====

No. 2
DFT (wB97M-V/def2-TZVPD) results for an isolated molecule of C8H18Si2 in a non-equilibrium geometry.

The geometry in XYZ format:
```
28
Properties=species:S:1:pos:R:3
C 0.4390 0.4869 2.6458
C 2.9759 -0.5773 -0.5805
C 0.4661 1.5550 1.8725
C 2.4041 0.5854 -0.1131
C -0.0030 2.7970 -0.7708
C -0.1146 -2.6105 -0.4005
C -1.6421 -0.7084 -2.1768
C -2.0145 -0.7041 0.9983
Si 0.5868 1.0488 0.0373
Si -0.6738 -0.7758 -0.4661
H 0.3045 0.5789 3.6949
H 0.7773 -0.4903 2.4174
H 4.0641 -0.7471 -0.6022
H 2.3595 -1.3125 -1.1257
H 0.2837 2.6435 2.2374
H 3.0213 1.4138 0.1050
H 0.6227 3.6692 -0.6661
H -0.3921 2.7594 -1.7341
H -0.8566 3.1992 -0.2116
H 0.1204 -2.9806 0.6047
H -0.9968 -3.0999 -0.7332
H 0.6598 -2.9740 -1.0952
H -2.5606 -1.3651 -2.5182
H -1.9307 0.3462 -2.3113
H -0.9021 -0.8407 -2.9929
H -2.3203 0.3526 1.0245
H -2.8888 -1.3253 0.8026
H -1.7892 -0.9245 2.0580
```

Energy relative to the best compared isomer or geometry (same formula, charge and spin) (kcal/mol): 61.4
SMILES string: C=C[Si](C)(C=C)[Si](C)(C)C

Atomic partial charges in e from the Mulliken method, atoms 1 to 2: -1.025 -0.513

=====

No. 3
DFT (wB97M-V/def2-TZVPD) results for C8H19ClI2InO2P as an isolated structure in a non-equilibrium geometry.

The geometry in XYZ format:
```
34
Properties=species:S:1:pos:R:3
I -2.8651 -1.3089 0.2130
I -2.9353 1.3217 0.1731
In 1.8968 0.1381 -0.1553
P 0.7274 -0.0083 -2.5308
C -0.9862 -0.0008 -3.1413
C 1.4175 1.4005 -3.4423
H 2.3888 -1.6884 -3.0408
H 1.5383 -1.1018 -4.4605
H 0.7485 -2.2531 -3.3841
C 1.4166 -1.3989 -3.4236
H 2.3897 1.7010 -3.0455
H 1.5509 1.0734 -4.4754
H -0.9708 -0.0177 -4.2351
H -1.5185 0.8900 -2.8049
H 0.7350 2.2543 -3.4198
H -1.5180 -0.8825 -2.7835
C -5.5733 -0.2599 0.3696
O -6.5501 0.2993 0.2613
Cl 4.1287 0.2073 0.5716
C -0.7565 1.5409 3.5024
C 0.6824 1.4084 2.9817
O 0.9055 0.2033 2.2582
C 0.4916 -0.9991 2.9130
C 1.6239 -1.9088 3.2441
H -1.4695 1.6716 2.6593
H -0.7534 2.4037 4.1860
H -1.0809 0.6478 4.0807
H 0.9301 2.2089 2.2468
H 1.3831 1.3377 3.8338
H 0.0786 -0.7328 3.8898
H -0.2600 -1.4486 2.2434
H 2.4066 -1.3691 3.7758
H 1.1962 -2.6947 3.8611
H 1.9920 -2.4230 2.3718
```

Energy relative to the best compared isomer or geometry (same formula, charge and spin) (kcal/mol): 0.0
Charge: +2

Atomic partial charges in e from the Mulliken method, atoms 1 to 2: 0.078 -0.001

=====

No. 4
DFT (wB97M-V/def2-TZVPD) results for C8H19ClINO2PTi as an isolated structure in a non-equilibrium geometry.

The geometry in XYZ format:
```
34
Properties=species:S:1:pos:R:3
C 2.8849 1.4142 -0.1099
I 1.2154 1.9401 -2.5085
H 2.8673 0.7865 0.8380
H 2.9407 2.5203 0.0140
H 3.6748 1.1327 -0.8363
Ti 1.0013 0.5790 -0.1501
P 1.1057 -1.8097 -1.1712
C 0.9095 -2.1847 -2.9309
C 2.7016 -2.5588 -0.7726
H -0.0497 -2.8442 0.6748
H 0.2069 -3.9939 -0.6509
H -1.0724 -2.7961 -0.7594
C -0.0566 -2.9623 -0.4054
H 2.8241 -2.6511 0.3103
H 2.7598 -3.5497 -1.2382
H 1.2731 -3.1954 -3.1388
H 1.4834 -1.4802 -3.5337
H 3.5242 -1.9544 -1.1697
H -0.1341 -2.1294 -3.2422
C -0.7390 0.0052 -1.5630
O -1.5482 0.0546 -2.3899
Cl 1.1482 -0.6426 1.9258
C -1.9887 3.4832 1.6430
N -2.2987 2.0654 1.8907
C -3.5229 1.7181 2.5974
C -1.5135 1.1402 1.3534
O -0.4713 1.5018 0.7155
H -2.7358 4.1009 2.1507
H -2.0122 3.6710 0.5588
H -0.9872 3.7030 2.0382
H -4.2517 1.1986 1.9630
H -3.3408 1.0526 3.4492
H -4.0105 2.6138 2.9780
H -1.7876 0.0709 1.4698
```

Charge: +2
<S²>: 0.756
Calculated total energy (eV): -67201.431
Spin multiplicity: 2

Atomic partial charges in e from the Mulliken method, atoms 1 to 2: -0.929 0.200

=====

No. 5
DFT (wB97M-V/def2-TZVPD) results for C8H19F9N2S2Ta as an isolated structure in a non-equilibrium geometry.

The geometry in XYZ format:
```
41
Properties=species:S:1:pos:R:3
N 5.3018 -0.4668 -0.2302
C 4.3228 -0.5048 0.8958
Ta 2.1270 -0.9310 0.2305
S 2.6228 -3.4100 0.5621
C 2.8566 -1.0038 -1.9830
N 1.8406 -1.7325 -2.8201
C 1.7138 1.2982 0.1555
C 0.3127 1.8350 -0.2411
C -0.9059 0.9704 0.1379
C -2.1892 1.8552 -0.0373
C -3.1753 1.7678 1.1015
F -2.5010 2.1325 2.2223
F -4.1249 2.7028 0.9644
C -3.7888 0.3916 1.4561
F -4.7123 0.6117 2.3820
F -2.9314 -0.3983 2.0225
S -4.6307 -0.5747 0.0655
F -4.8526 0.7162 -0.8168
F -6.0720 -0.3180 0.7029
F -4.5569 -1.8869 0.9515
F -3.2659 -0.9142 -0.6059
F -5.3502 -1.4157 -1.0607
H 6.2129 -0.1330 0.0718
H 5.4320 -1.4091 -0.5772
H 4.6073 -1.3459 1.5504
H 4.3611 0.4435 1.4376
H 0.4660 -1.4452 -0.3934
H 1.5696 -0.8919 2.0257
H 1.3993 -3.9735 0.6029
H 2.9594 -0.0094 -2.4292
H 3.7801 -1.5722 -2.0921
H 1.7820 -2.6966 -2.5097
H 0.9247 -1.3221 -2.6874
H 2.4312 1.7195 -0.5616
H 1.9870 1.7299 1.1230
H 0.2250 2.0996 -1.2989
H 0.1756 2.7903 0.2878
H -0.8372 0.5296 1.1275
H -0.9952 0.2188 -0.6370
H -1.8913 2.9034 -0.0880
H -2.6302 1.6393 -1.0079
```

Charge: -1
Calculated total energy (eV): -59258.964

Atomic partial charges in e from the Mulliken method, atoms 1 to 2: -0.467 -1.048

=====

No. 6
DFT (wB97M-V/def2-TZVPD) results for C8H19N14O3RuSe2 as an isolated structure.

The geometry in XYZ format:
```
47
Properties=species:S:1:pos:R:3
Ru 0.4821 -0.3867 -0.1534
N 0.2521 -0.3463 2.0666
N -0.6791 0.3249 2.9065
C -1.7433 1.0190 2.3665
N -2.8961 0.8968 3.0433
N -1.4572 1.7773 1.3421
N -2.5243 2.3229 0.6547
O -2.3469 2.4556 -0.5386
O -3.5639 2.6296 1.2258
H 0.0494 -1.3496 2.0610
H 1.1647 -0.2106 2.4848
H -0.9354 -0.2232 3.7144
H -3.1271 -0.0270 3.3728
H -3.6596 1.4595 2.6932
N -1.7389 -0.7100 -2.7629
C -0.3968 -0.8399 -3.0462
N 0.0934 -1.0622 -4.2507
N 1.4239 -1.1279 -4.0693
N 1.7235 -0.9563 -2.8314
N 0.5760 -0.7647 -2.1407
C -2.2318 -0.8410 -1.4895
N -3.4764 -1.1606 -1.1895
N -3.4935 -1.2240 0.1553
N -2.3353 -0.9595 0.6411
N -1.4990 -0.6825 -0.3860
H -2.3801 -0.8804 -3.5197
C 3.4983 0.5594 1.6030
Se 3.0331 -0.3899 -0.0327
C 3.5338 1.0214 -1.2741
C 2.7478 2.2888 -1.0559
Se 0.7947 2.0483 -1.0970
C 0.5339 3.5756 0.0759
H 4.5212 0.9220 1.5260
H 3.4511 -0.1556 2.4228
H 2.8168 1.3878 1.7852
H 3.3532 0.5783 -2.2500
H 4.6024 1.1990 -1.1480
H 2.9849 3.0213 -1.8275
H 2.9772 2.7327 -0.0878
H 1.1783 4.3673 -0.3007
H 0.7824 3.3175 1.1008
H -0.5020 3.8811 0.0009
C 0.2715 -3.2768 -0.5324
O 0.6696 -2.2346 0.3304
H 0.8591 -3.2808 -1.4543
H -0.7889 -3.1962 -0.7951
H 0.4294 -4.2244 -0.0134
```

Energy relative to the best compared isomer or geometry (same formula, charge and spin) (kcal/mol): 0.3
<S²>: 0.755
Spin multiplicity: 2

Atomic partial charges in e from the Mulliken method, atoms 1 to 2: 0.473 -0.147

=====

No. 7
DFT (wB97M-V/def2-TZVPD) results for a 2-piece molecular cluster, C8H19N2 overall in a non-equilibrium geometry.

The geometry in XYZ format:
```
29
Properties=species:S:1:pos:R:3
C 0.2689 0.5532 0.2006
C -2.8337 -2.3532 0.4304
C 3.2453 0.3718 -0.7030
C 1.0311 2.0198 2.0643
C -3.0871 -0.3477 -0.7621
C -1.4526 -1.8495 -1.4766
C 2.6985 0.6298 0.6604
C 1.3676 1.4007 0.7088
N -2.4768 -1.6619 -0.5530
N -0.4192 0.5835 -0.8300
H 0.3112 -0.4594 0.5755
H -2.2258 -3.2059 0.7222
H 2.5800 -0.3770 -1.2593
H 4.1985 -0.0303 -0.6073
H 3.4639 1.3925 -1.1303
H 0.1425 2.6401 2.0193
H 1.8036 2.6685 2.3088
H 0.7885 1.2114 2.8835
H -2.4208 0.5353 -0.4087
H -3.1410 -0.2162 -1.8771
H -4.0924 -0.4186 -0.2304
H -0.8508 -2.6973 -1.2379
H -1.6727 -1.9766 -2.4372
H -0.7912 -0.9149 -1.5058
H 2.4430 -0.3329 1.1888
H 3.5958 1.0665 1.2834
H 1.4360 2.1632 -0.0117
H -3.5211 -1.9467 1.2081
H -0.3892 1.5519 -1.2237
```

Energy relative to the best compared isomer or geometry (same formula, charge and spin) (kcal/mol): 75.8
Charge: +1

Atomic partial charges in e from the Mulliken method, atoms 1 to 2: -0.471 -0.054

=====

No. 8
DFT (wB97M-V/def2-TZVPD) results for an isolated ion of composition C8H19N2 and charge +1.

The geometry in XYZ format:
```
29
Properties=species:S:1:pos:R:3
C -0.8580 -1.0000 -0.9351
C -1.4964 -0.2072 0.2751
C 1.3672 -0.5097 -0.2821
C -2.6900 0.6132 -0.2104
C 1.4175 -1.5237 0.7986
C 2.5984 0.3060 -0.4288
C 0.5913 0.3859 -2.3642
C -0.5149 0.6630 2.3650
N 0.4527 -0.4835 -1.2166
N -0.4723 0.5898 0.9168
H -0.8033 -2.0612 -0.6946
H -1.4877 -0.8946 -1.8167
H -1.8570 -0.9446 0.9971
H -3.1383 1.1470 0.6249
H -3.4518 -0.0370 -0.6318
H -2.3934 1.3387 -0.9654
H 2.2333 -2.2146 0.5739
H 0.5076 -2.0948 0.9328
H 1.6705 -1.0485 1.7438
H 3.1291 0.3693 0.5177
H 2.3973 1.3132 -0.7880
H 3.2719 -0.1672 -1.1495
H 1.5653 0.2440 -2.8296
H -0.1755 0.1459 -3.0957
H 0.4902 1.4396 -2.0892
H 0.3498 1.2268 2.7110
H -1.4194 1.1523 2.7401
H -0.4703 -0.3419 2.7815
H -0.4518 1.5268 0.5249
```

Energy relative to the best compared isomer or geometry (same formula, charge and spin) (kcal/mol): 0.0
Charge: +1
SMILES string: CN[C@@H](C)C[N+](C)=C(C)C

Atomic partial charges in e from the Mulliken method, atoms 1 to 2: -1.303 0.458